Entry 1:
Computed, not measured: one molecule with the formula C2H2Br2N2O2S in a non-equilibrium geometry, with ωB97M-V/def2-TZVPD.

CARTESIAN COORDINATES (ANGSTROEM)
N  -1.786  4.246  1.557
C  -1.099  3.329  1.547
C  -0.123  2.341  1.270
Br  1.468  2.925  0.239
Br  0.340  1.403  2.879
S  -1.098  1.118  0.202
N  -0.005  -0.091  -0.029
O  -2.215  0.637  0.946
O  -1.292  1.618  -1.105
H  0.419  -0.488  0.894
H  0.394  -0.286  -0.998

The SMILES is N#CC(Br)(Br)S(N)(=O)=O. Its spin multiplicity is 1. The calculation puts the HOMO-LUMO gap at 0.379 Ha. As for the lowest unoccupied orbital energy: -0.87 eV.

=====

Entry 2:
Computed, not measured: C2H2Br2S2 as an isolated structure in a non-equilibrium geometry, with ωB97M-V/def2-TZVPD.

CARTESIAN COORDINATES (ANGSTROEM)
C  -0.470  -0.815  -0.074
C  -1.363  0.129  -0.137
S  1.175  -1.074  0.104
S  -0.956  1.854  -0.006
Br  3.585  0.088  0.078
Br  -3.247  -0.096  -0.031
H  1.465  -1.750  -0.959
H  -0.190  1.663  1.025

Its spin multiplicity is 1. The calculation puts the HOMO-LUMO gap (spin up / spin down) at 0.275 / 0.242 Ha. As for the lowest unoccupied orbital energy (spin up / spin down): -2.07 / -2.54 eV.

=====

Entry 3:
Computed, not measured: a 2-piece molecular cluster, C2H2Br3P overall in a non-equilibrium geometry, with ωB97M-V/def2-TZVPD.

CARTESIAN COORDINATES (ANGSTROEM)
C  0.350  -2.062  -1.431
C  1.031  -1.460  -0.629
P  1.742  -0.503  0.727
Br  3.384  -2.075  1.108
Br  0.339  -1.093  2.332
H  -0.156  -2.417  -2.286
Br  0.027  3.158  1.071
H  -0.559  4.495  1.270

The SMILES is C#CP(Br)Br.Br. Its spin multiplicity is 1. The calculation puts the HOMO-LUMO gap at 0.351 Ha. As for the lowest unoccupied orbital energy: -0.46 eV.

=====

Entry 4:
Computed, not measured: a 2-piece molecular cluster, C2H2BrCl2I overall in a non-equilibrium geometry, with ωB97M-V/def2-TZVPD.

CARTESIAN COORDINATES (ANGSTROEM)
C  0.801  0.635  -0.312
C  -0.908  -0.464  0.199
Cl  -0.823  -0.707  1.989
Cl  -1.044  -2.073  -0.499
Br  -2.135  0.913  -0.295
I  2.505  -0.578  0.160
H  0.832  0.659  -1.407
H  0.772  1.616  0.166

Its spin multiplicity is 1. The calculation puts the HOMO-LUMO gap at 0.341 Ha. As for the lowest unoccupied orbital energy: -0.11 eV.

=====

Entry 5:
Computed, not measured: one molecule with the formula C2H2BrF3 in a non-equilibrium geometry, with ωB97M-V/def2-TZVPD.

CARTESIAN COORDINATES (ANGSTROEM)
F  -0.881  -1.560  0.454
C  -0.612  -0.267  0.537
F  0.181  -0.082  1.723
C  0.448  0.105  -0.602
F  -0.202  0.374  -1.771
Br  1.453  1.738  -0.070
H  -1.547  0.399  0.559
H  1.160  -0.707  -0.830

The SMILES is FC(F)[C@@H](F)Br. Its spin multiplicity is 1. The calculation puts the HOMO-LUMO gap at 0.422 Ha. As for the lowest unoccupied orbital energy: 0.64 eV.

=====

Entry 6:
Computed, not measured: a 2-piece molecular cluster, C2H2BrI overall, with ωB97M-V/def2-TZVPD.

CARTESIAN COORDINATES (ANGSTROEM)
C  -0.366  2.025  -0.585
C  -0.948  1.029  -0.261
Br  -1.763  -0.448  0.377
H  0.090  2.905  -0.928
I  2.117  -2.742  1.179
H  0.870  -2.770  0.218

The SMILES is C#CBr.I. Its spin multiplicity is 1. The calculation puts the HOMO-LUMO gap at 0.387 Ha. As for the lowest unoccupied orbital energy: 0.51 eV.

=====

Entry 7:
Computed, not measured: a 2-piece molecular cluster, C2H2BrNO2 overall in a non-equilibrium geometry, with ωB97M-V/def2-TZVPD.

CARTESIAN COORDINATES (ANGSTROEM)
C  -0.745  -0.644  0.957
C  0.047  -0.640  -0.099
N  0.469  1.227  -0.929
O  -0.124  2.075  -0.421
O  1.319  1.239  -1.790
Br  1.238  -1.910  -0.725
H  -0.807  -1.554  1.586
H  -1.398  0.206  1.422

Its spin multiplicity is 1. The calculation puts the HOMO-LUMO gap (spin up / spin down) at 0.344 / 0.344 Ha. As for the lowest unoccupied orbital energy (spin up / spin down): -0.56 / -0.56 eV.

=====

Entry 8:
Computed, not measured: C2H2BrO2P as an isolated structure in a non-equilibrium geometry, with ωB97M-V/def2-TZVPD.

CARTESIAN COORDINATES (ANGSTROEM)
C  0.301  -0.589  -0.334
C  0.433  -1.583  0.594
O  1.242  0.465  -0.228
O  1.488  -1.624  1.327
P  2.429  0.406  0.824
Br  4.206  0.063  -0.401
H  -0.508  -0.409  -0.947
H  -0.174  -2.343  0.419

Its spin multiplicity is 1. The calculation puts the HOMO-LUMO gap at 0.259 Ha. As for the lowest unoccupied orbital energy: -1.12 eV.

=====

Values for energy above the lowest of the compared OMol25 structures with the same formula, charge and spin, kcal/mol, ordered as above
2.9 68.2 27.7 44.0 15.8 29.3 115.7 16.7